DFT (ωB97M-V with the def2-TZVPD basis set) results for a structure of composition C22H22N5OPbS5.

Values from the calculation:
electronic energy = -92088.6434 eV
HOMO level = -11.23 eV
Kohn-Sham gap = 6.2 eV

```
! wB97M-V def2-TZVPD RIJCOSX def2/J DEFGRID3
* xyz 1 1
Pb -3.006 0.119 -0.249
S -3.570 -3.390 -5.459
S -4.169 -1.686 -5.945
S -3.761 -0.393 -4.458
S -2.909 -1.409 -3.070
S -1.518 0.638 1.884
O -1.956 -1.819 -0.147
N -0.493 -1.929 1.676
N 3.318 8.656 -3.365
N -1.151 1.212 -1.427
N 0.357 2.683 -2.053
N -0.511 -0.953 3.708
C -0.778 -3.249 4.611
C -0.884 2.490 -1.555
C -0.522 -3.775 -1.464
C 0.692 -4.179 0.572
C 2.820 7.646 -3.145
C -0.952 -2.290 0.507
C 0.186 -2.138 4.240
C 0.905 1.428 -2.247
C 1.348 -5.240 -0.031
C 0.346 5.127 -1.967
C -0.828 -0.864 2.423
C 0.144 -4.829 -2.070
C 2.818 5.191 -3.227
C 0.290 1.099 4.846
C -0.031 0.533 -1.856
C 1.079 -5.563 -1.354
C 2.190 6.377 -2.867
C -0.245 -3.437 -0.142
C -0.828 0.082 4.700
C 0.979 3.946 -2.331
C 2.213 3.975 -2.960
C 0.952 6.340 -2.237
H -1.301 -3.611 3.726
H -0.995 -0.444 5.640
H 0.464 7.262 -1.954
H 2.070 -5.817 0.532
H -0.235 -4.082 5.056
H 0.745 -1.792 5.110
H 0.036 1.819 5.623
H 2.716 3.066 -3.255
H 0.448 1.641 3.914
H -1.766 0.559 4.424
H -0.610 5.127 -1.466
H 0.023 -0.543 -1.854
H 1.227 0.616 5.128
H 0.895 -3.921 1.601
H 0.900 -2.474 3.494
H 3.781 5.219 -3.718
H -0.071 -5.082 -3.100
H -1.262 -3.218 -2.018
H 1.593 -6.391 -1.824
H -1.553 3.293 -1.303
H 1.895 1.279 -2.631
H -1.519 -2.907 5.335
*
```